Record 1
Density functional theory data (ωB97M-V/def2-TZVPD) for 2 unconnected molecules or ions with the total composition C3H12N2 in a non-equilibrium geometry.

```
17
Properties=species:S:1:pos:R:3:forces:R:3:nbo_charge:R:1
H 1.86277 1.08994 -1.37693 1.869 -1.282 0.209 0.3424
C -1.23596 -0.31347 2.26749 -0.517 0.369 -0.545 -0.6297
H 0.44937 1.54762 -0.84350 1.741 0.561 -2.623 0.3398
H 0.76317 -1.15959 -0.19089 1.077 0.588 -0.351 0.3600
H 0.80042 0.35928 1.72451 -0.700 0.313 -0.835 0.1731
H -0.36353 0.08056 -2.26964 0.087 0.362 -0.335 0.1722
H 0.86382 -1.07799 2.46181 -0.641 -0.492 0.665 0.1847
H 1.01032 0.03163 -3.37774 -0.858 1.635 0.612 0.1966
C 0.19271 -0.55956 1.77692 0.851 0.035 0.201 -0.2279
H -0.25698 1.45988 -3.42654 0.715 -0.675 0.265 0.2025
C 0.33606 0.76198 -2.79193 0.928 -0.621 0.685 -0.4306
H -0.76574 -1.45973 0.09943 0.975 0.221 1.038 0.3530
N 0.17004 -1.39474 0.56498 -2.103 -0.414 -0.364 -0.8519
N 1.11428 1.58794 -1.74881 -4.484 -0.003 1.221 -0.8232
H -1.70988 -1.23007 2.55098 -0.143 -1.107 -0.291 0.2110
H -1.41058 0.22690 3.23421 0.611 0.442 -1.280 0.2270
H -1.82030 0.04942 1.34564 0.590 0.069 1.728 0.2010
```
Forces are in eV/Å.

Properties
orbital gap: 10.10 eV
energy relative to the best compared isomer or geometry (same formula, charge and spin): 1.289 eV
2S+1: 1
SMILES: CCN.CN


Record 2
Density functional theory data (ωB97M-V/def2-TZVPD) for a single C5H11N3O2S molecule in a non-equilibrium geometry.

```
22
Properties=species:S:1:pos:R:3:forces:R:3:nbo_charge:R:1
H -0.28602 -1.90180 -0.67418 -0.559 -0.138 0.225 0.5162
N 0.40517 -0.37110 1.00694 -1.265 0.783 -2.117 -0.4911
S 2.35721 -1.73133 -0.35669 0.152 1.420 -0.975 -0.1462
O -2.88260 -0.86430 0.50716 -0.566 -0.671 -0.261 -0.5701
H -2.03753 1.10238 -1.68390 -4.519 -0.531 1.080 0.2161
C 0.31358 -0.33036 2.48866 0.241 0.635 -0.732 -0.4102
H 2.92956 -1.11608 -1.47825 -0.462 -0.835 1.095 0.1486
C 1.53020 -0.06406 0.16612 0.947 -0.685 0.342 0.0662
C -0.74787 0.10033 0.18254 -0.157 2.287 1.252 -0.0002
H -0.69206 0.19264 2.76258 2.233 -0.356 -0.121 0.2231
H -0.77821 2.43089 -1.54804 -0.848 -1.126 0.099 0.1659
C -1.76681 -1.00360 0.09392 0.272 1.543 1.143 0.7647
H 1.33234 0.00673 2.87637 -1.638 0.573 -0.202 0.2088
H 2.28401 0.47358 0.73322 0.237 0.244 -0.277 0.2063
H -1.12859 1.10236 0.63317 -0.014 -1.622 -0.384 0.1759
N -0.30341 0.36934 -1.20370 1.501 -1.382 1.649 -0.2862
N 1.12402 0.60197 -1.06300 0.223 2.774 -0.572 -0.5035
H -0.99530 1.35900 -2.97320 0.236 -0.237 1.218 0.2114
C -1.10118 1.37031 -1.84320 5.219 2.218 -2.439 -0.4042
H 0.26988 -1.32270 2.92391 -0.384 -0.437 -0.274 0.2057
H 1.37786 1.67926 -1.18922 -0.779 -2.715 1.101 0.3607
O -1.20425 -2.08346 -0.36119 -0.071 -1.741 -0.850 -0.6579
```
Forces are in eV/Å.

Properties
orbital gap: 9.35 eV
energy relative to the best compared isomer or geometry (same formula, charge and spin): 1.809 eV
2S+1: 1
SMILES: CN1N[C@H](S)N(C)[C@@H]1C(=O)O